This record from the OMol25 dataset describes C42H36N7OPtS4Sb as an isolated structure. The level of theory is ωB97M-V/def2-TZVPD.

The geometry in XYZ format:
```
92
Properties=species:S:1:pos:R:3:forces:R:3
C -2.310 3.319 -1.218 -0.012 -0.013 0.002
N 0.188 5.450 0.089 -0.044 -0.011 0.038
C -2.240 4.951 2.224 -0.026 -0.012 -0.002
H 4.169 4.507 -0.253 0.002 -0.001 0.000
C -0.540 -8.208 -1.436 -0.001 -0.001 -0.002
Sb -3.696 -0.526 1.874 0.014 0.015 0.007
C 3.658 2.547 0.535 0.006 0.002 0.004
S -1.228 -0.187 -1.271 -0.038 -0.053 0.073
C 0.487 -0.701 -3.095 0.013 -0.054 -0.021
S -4.295 -1.088 -0.184 0.017 -0.012 -0.020
C 1.181 7.621 -0.282 0.002 -0.021 0.012
C -0.763 -2.832 -2.654 -0.073 -0.070 0.079
C -0.504 -10.397 -0.452 0.005 0.000 -0.002
C -0.501 -4.142 0.824 -0.009 -0.023 -0.003
C 1.955 5.726 -1.581 -0.012 -0.001 -0.011
C 1.130 6.260 -0.596 0.039 0.028 -0.020
C -0.112 -1.928 3.757 0.005 0.026 0.019
H 4.105 -0.791 0.199 0.001 0.007 0.000
C 2.084 8.420 -0.974 0.006 0.010 -0.007
N 1.651 3.814 0.773 0.034 -0.001 0.071
C 4.441 3.834 0.565 0.002 0.010 -0.001
H 4.300 4.381 1.503 -0.004 -0.011 -0.001
C -3.948 4.883 0.366 0.007 0.012 0.004
C 0.275 8.195 0.771 -0.003 0.007 0.001
S -3.922 -1.835 3.651 0.001 -0.023 0.003
H 2.132 9.477 -0.740 0.001 -0.006 -0.002
H -0.562 -10.012 -2.574 0.000 0.002 0.003
H -3.900 3.351 -2.653 0.004 0.002 0.002
C -0.478 -8.444 0.945 -0.003 0.000 0.005
C -0.709 -2.819 -1.195 -0.003 0.034 -0.026
N -0.599 3.292 0.501 0.012 0.043 -0.007
H 3.503 6.115 -3.005 -0.003 0.005 0.005
H -0.773 8.166 0.462 0.007 -0.004 0.000
N -0.595 -5.335 -1.099 0.008 0.013 -0.021
C -0.549 -12.383 -1.748 0.003 0.005 0.011
C -3.562 3.687 -1.681 0.002 -0.004 0.001
H -3.096 5.234 2.835 0.002 -0.003 0.000
H 1.354 -0.450 -3.709 0.002 0.013 -0.009
O -0.498 -11.751 -0.481 -0.006 -0.014 -0.013
H 3.628 8.532 -2.457 -0.003 -0.003 0.002
H -0.548 -13.451 -1.552 0.001 -0.004 0.002
H -0.200 -2.149 -4.534 0.008 -0.007 0.004
C -0.425 -2.997 1.644 0.016 0.015 0.015
C 1.503 1.364 0.705 0.006 -0.041 -0.013
H 0.529 9.234 0.974 0.001 -0.003 -0.001
H -1.708 4.146 2.730 0.004 -0.017 0.008
C 3.595 0.154 0.345 0.003 0.011 0.002
H 0.351 7.630 1.703 -0.001 -0.001 -0.005
H -0.406 -5.903 2.024 -0.006 0.002 0.002
C -0.754 -1.671 -0.429 0.025 -0.003 -0.015
S -2.692 1.504 2.238 0.023 0.069 0.010
C -0.592 -4.074 -0.546 -0.008 -0.007 -0.009
C 0.386 4.139 0.443 -0.036 -0.023 -0.027
H 5.393 1.332 0.268 -0.005 -0.001 0.001
H 0.322 -12.125 -2.355 0.003 0.002 0.000
H -1.461 -12.115 -2.287 -0.003 0.001 0.000
H -0.568 -7.569 -2.309 0.000 0.000 0.003
C -0.520 -6.155 -0.081 -0.005 -0.008 0.015
H -4.599 5.482 0.992 0.005 -0.005 -0.001
C -0.510 -7.617 -0.179 0.001 0.009 0.000
N -0.387 -0.606 1.775 0.006 0.049 -0.037
C -0.187 -0.711 3.080 -0.005 -0.007 -0.004
C 2.927 7.890 -1.940 -0.011 0.000 0.011
C -1.884 3.730 0.037 0.031 0.015 0.007
C 4.315 1.339 0.377 -0.008 -0.012 0.003
C -4.383 4.473 -0.884 -0.002 0.003 0.001
Pt -0.473 1.367 1.128 -0.044 -0.030 0.014
H 1.701 -0.768 0.478 -0.008 0.005 0.004
H 0.030 -1.933 4.828 -0.003 -0.006 -0.004
H -0.173 -4.041 3.515 -0.001 0.007 0.001
C -0.214 -1.929 -3.471 0.012 0.063 -0.109
H -0.779 5.733 0.030 -0.012 -0.011 -0.034
H -0.452 -10.462 1.683 0.000 0.004 -0.007
C 2.260 2.536 0.673 -0.005 0.019 -0.027
N 0.212 0.137 -2.178 0.062 0.075 0.015
H 1.877 4.674 -1.831 -0.002 0.002 0.009
C -0.474 -9.816 0.816 0.002 0.002 0.010
H -5.367 4.758 -1.232 0.001 -0.004 0.003
H 2.286 4.595 0.779 0.003 -0.002 -0.008
C 2.861 6.539 -2.243 0.007 -0.015 -0.007
N -0.454 -5.483 1.114 0.016 -0.019 0.016
H -1.653 2.693 -1.809 -0.002 0.003 0.001
C 2.222 0.178 0.510 0.002 -0.006 0.000
C -0.229 -3.074 3.031 -0.004 -0.029 -0.010
H -1.164 -3.741 -3.087 0.014 0.000 0.009
H -0.461 -8.027 1.945 0.000 -0.001 -0.005
C -0.537 -9.586 -1.582 -0.002 0.010 -0.006
H 5.506 3.627 0.474 0.001 0.000 -0.006
H -0.095 0.222 3.613 0.002 0.016 0.003
C -2.695 4.521 0.855 0.004 0.007 -0.015
C -0.528 -1.733 1.003 -0.031 -0.015 0.003
H -1.564 5.809 2.180 -0.010 -0.005 0.006
```
Positions in Å, forces in eV/Å.

As for the orbital gap: 6.56 eV. Its HOMO energy is -7.155 eV. For the molar mass, the calculation gives 1099.90 g/mol.

Atom charges from the Löwdin analysis, given in e for atoms 1 to 8: C -0.029; N 0.147; C -0.049; H 0.067; C -0.011; Sb 0.130; C -0.221; S 0.859


This record from the OMol25 dataset describes C42H36N7PPbSSe2 as an isolated structure in a non-equilibrium geometry. The level of theory is ωB97M-V/def2-TZVPD.

The geometry in XYZ format:
```
90
Properties=species:S:1:pos:R:3:forces:R:3
C -1.599 6.553 -0.973 0.058 -0.126 0.001
C -1.924 6.256 1.390 -0.023 0.013 0.040
H -1.281 -3.007 -2.710 -0.021 0.085 0.062
H -3.298 0.698 2.289 0.047 0.047 0.084
H 1.420 -2.476 3.284 0.011 0.001 -0.012
C 1.103 -4.805 -1.080 0.016 -0.065 -0.150
H 2.239 4.424 -0.536 -0.012 -0.007 0.000
H -0.098 5.240 -4.275 0.002 -0.017 0.008
C -0.847 -4.327 1.467 -0.043 -0.031 0.214
H -2.312 8.223 -2.142 0.009 -0.006 0.002
H 0.729 -6.491 0.134 -0.013 0.012 0.029
H -1.468 -4.368 5.527 0.014 0.020 -0.003
C -0.521 5.592 -3.343 -0.023 0.004 0.039
H -1.352 7.356 -4.252 0.000 0.001 0.011
H 3.710 -3.316 -4.823 -0.003 -0.010 0.001
C 0.561 -3.653 -1.808 0.098 0.037 0.198
C -0.327 -0.450 3.094 0.140 -0.073 0.100
C -1.648 -2.438 4.347 0.148 -0.125 -0.205
C 4.052 4.881 2.280 0.012 0.024 0.002
C 0.091 -3.982 4.104 0.156 -0.029 0.014
H -1.233 3.152 2.357 0.014 0.003 0.013
H -2.013 -0.926 -1.304 -0.046 0.064 0.064
C -1.026 -3.726 4.776 -0.012 0.006 0.087
Pb 0.205 1.876 -0.154 -0.090 0.103 0.199
C -1.990 -2.375 2.882 -0.001 -0.185 -1.424
H -0.761 -5.102 2.230 0.003 -0.042 -0.036
H -0.733 -3.626 -6.947 0.001 -0.003 0.002
H -2.301 6.586 2.349 0.001 -0.004 -0.003
H 0.679 -4.883 4.225 -0.001 0.010 -0.019
H 4.795 5.524 2.734 -0.003 0.001 -0.004
C 1.388 -3.772 -7.242 0.013 -0.003 0.012
S 0.648 3.381 -2.312 0.053 -0.110 -0.073
C 2.612 2.975 2.358 -0.067 -0.104 -0.099
H 1.277 -3.917 1.367 -0.050 -0.079 0.047
C 2.630 4.277 0.465 -0.031 -0.066 0.068
C -1.224 5.030 1.298 -0.020 -0.013 -0.063
Se 1.359 -0.569 -2.987 0.099 -0.002 -0.019
H 3.533 -3.844 -7.224 -0.003 0.000 -0.003
C 1.593 -3.171 -4.518 0.013 -0.134 0.022
H -3.009 -4.047 1.847 0.055 -0.079 -0.012
N 1.226 1.057 2.510 0.043 0.182 0.049
N -1.149 -0.834 -0.783 0.021 -0.163 -0.008
C 0.346 -3.263 -5.133 -0.005 0.005 -0.043
H 2.549 1.522 4.024 0.003 -0.009 0.007
N -1.330 0.463 2.815 -0.155 0.287 -0.195
C -1.635 -4.252 -1.017 -0.070 0.544 0.506
C -1.233 6.806 -3.327 0.012 -0.008 -0.053
C -0.974 4.199 2.525 0.028 -0.051 -0.031
C 2.734 -3.386 -5.290 -0.001 0.023 0.002
H -0.386 -0.836 -1.456 0.063 0.003 -0.055
H -1.682 -5.913 0.319 0.004 -0.006 0.010
C -0.652 -1.876 3.335 0.078 -0.174 0.038
H 1.103 -1.703 0.321 -0.027 0.085 0.135
C 2.635 -3.681 -6.642 -0.007 0.005 -0.009
C -1.765 7.289 -2.167 -0.023 0.039 -0.003
H -1.537 4.569 3.381 -0.016 0.008 -0.001
N -0.752 4.588 0.156 0.180 -0.024 0.050
H -0.556 -3.101 -4.562 0.002 -0.008 -0.013
C -0.898 5.321 -0.981 -0.077 0.033 -0.042
H 3.937 5.970 0.424 0.004 -0.003 0.007
H 1.306 -4.007 -8.295 0.001 0.005 0.003
C -2.089 -3.467 1.736 -0.088 1.411 0.453
H -2.690 -4.378 -1.231 0.041 -0.122 -0.094
C 0.217 -2.237 0.646 0.234 -0.140 -0.284
H -2.189 -1.809 5.042 -0.008 0.030 -0.042
C 3.562 3.782 2.967 -0.012 -0.005 0.033
H -3.051 -2.433 -0.048 -0.380 0.577 0.497
C 0.342 -5.578 -0.301 0.062 0.118 0.120
H -3.815 -1.452 2.479 -0.038 -0.133 -0.305
C 3.580 5.132 1.006 0.021 0.047 -0.017
C -0.820 -3.599 -1.929 -0.082 -0.187 -0.177
N 2.150 3.225 1.123 0.022 0.086 -0.075
C -2.493 0.003 2.516 0.435 0.062 0.038
H -2.654 7.936 0.301 0.007 -0.006 0.005
C -1.013 -5.073 0.104 -0.139 -0.119 -0.097
C -1.007 -1.854 0.177 -0.271 0.850 0.494
Se 2.382 0.350 -1.066 0.088 -0.076 -0.132
C 0.357 -3.384 1.609 -0.047 -0.076 0.033
H 2.140 -5.072 -1.261 -0.004 0.020 -0.035
C -2.113 6.997 0.264 -0.027 0.043 -0.002
C -0.331 4.834 -2.207 -0.056 0.047 0.104
N -2.822 -1.299 2.353 -1.077 0.425 2.141
H 0.088 4.223 2.778 -0.008 0.013 0.016
P 1.892 -2.779 -2.743 -0.071 0.127 0.133
C -2.192 -2.470 0.608 1.126 -2.812 -2.405
N 0.917 -0.130 3.113 -0.237 -0.146 -0.182
C 0.440 -2.912 3.093 -0.073 0.065 0.272
C 0.244 -3.561 -6.484 0.005 0.010 0.020
C 2.111 1.778 3.059 0.027 0.010 -0.058
H 3.912 3.542 3.962 -0.010 -0.010 -0.002
```
Positions in Å, forces in eV/Å.

As for the orbital gap (spin up / spin down): 5.94 / 5.94 eV. Its HOMO energy (spin up / spin down) is -6.515 / -6.515 eV. For the molar mass, the calculation gives 1066.96 g/mol.

Atom charges from the Löwdin analysis, given in e for atoms 1 to 8: C -0.165; C -0.023; H 0.094; H 0.138; H 0.143; C -0.145; H 0.054; H 0.095


One value per record, in order, for calculated total energy: -4033.0364, -7740.5433 Eh.
One value per record, in order, for energy above the lowest of the compared OMol25 structures with the same formula, charge and spin: 0.0, 633.0 kJ/mol.